3 unconnected molecules or ions with the total composition C3H11NO3. Source: OMol25; level of theory: ωB97M-V with the def2-TZVPD basis set.

The geometry in XYZ format:
```
18
Properties=species:S:1:pos:R:3:forces:R:3
N 2.229724 -1.677294 -1.185775 0.876 -0.156 0.019
C 1.553663 -2.212625 -0.012350 -1.582 -0.542 -0.088
C 0.646895 -1.143068 0.619716 0.515 -0.362 1.248
C -0.714350 -0.903091 0.042989 1.486 0.810 0.206
O -1.682492 -0.891848 0.761990 -0.382 -0.016 -1.025
H 1.859775 -2.035613 -2.046454 -0.466 -0.103 -0.240
H 3.205014 -1.957747 -1.221672 -0.072 0.152 0.250
H 0.909769 -3.078606 -0.255850 0.326 0.116 -0.087
H 2.209543 -2.586738 0.768238 0.442 0.214 -0.155
H 1.274040 -0.252167 0.570871 -0.393 0.449 -0.097
H 0.440505 -1.330257 1.684740 0.322 -0.203 -0.208
H -0.620340 -0.585382 -1.027117 -1.103 -0.288 0.139
O -2.825320 2.454575 -0.413358 0.313 0.792 -0.177
H -3.516967 3.056508 -0.733751 0.184 -0.691 0.239
H -3.170110 1.569142 -0.318200 -0.430 -0.186 -0.041
O -0.536005 4.124496 1.180624 0.133 0.321 -0.476
H -0.669517 4.272715 0.220662 0.016 -0.616 0.988
H -0.593824 3.177003 1.364702 -0.184 0.308 -0.495
```
Forces are in eV/Å.

Values from the calculation:
gap between HOMO and LUMO = 10.43 eV
SMILES = NCCC=O.O.O
total charge = 0
LUMO = 0.682 eV

3 unconnected molecules or ions with the total composition C3H11NO3. Source: OMol25; level of theory: ωB97M-V with the def2-TZVPD basis set.

The geometry in XYZ format:
```
18
Properties=species:S:1:pos:R:3:forces:R:3
C 2.434434 0.518970 0.230310 -0.659 -0.567 0.545
N 0.981095 0.613485 -0.016284 0.648 -0.109 -0.263
C 0.677965 0.234299 -1.405987 1.496 -1.109 -0.106
C -0.599770 -0.553963 -1.495255 -1.615 1.412 0.570
O -1.053620 -1.242490 -2.364845 0.923 -0.398 -0.694
H 2.771024 -0.517027 0.264974 -0.083 -0.080 -0.267
H 2.973398 1.061141 -0.529628 0.628 0.245 -0.145
H 2.612580 0.906065 1.229785 0.241 0.303 -0.037
H 0.846963 1.602996 0.097246 -0.829 0.305 0.027
H 1.492442 -0.434097 -1.734070 -0.219 0.022 -0.020
H 0.756784 1.059521 -2.112919 -0.522 0.179 -0.129
H -1.253072 -0.326065 -0.643496 0.028 -0.116 0.447
O -1.046874 -1.509291 1.439980 0.094 -0.304 0.099
H -0.655967 -2.238753 0.938001 -0.196 0.182 0.167
H -0.290667 -0.980424 1.722457 -0.044 0.127 -0.182
O -3.522726 0.838127 1.772349 0.045 -0.022 -0.075
H -2.998840 0.051434 1.580221 0.085 -0.073 0.051
H -4.125144 0.916072 1.027166 -0.021 0.003 0.011
```
Forces are in eV/Å.

Values from the calculation:
gap between HOMO and LUMO = 10.23 eV
SMILES = CNCC=O.O.O
total charge = 0
LUMO = 0.576 eV

3 unconnected molecules or ions with the total composition C3H11NO3. Source: OMol25; level of theory: ωB97M-V with the def2-TZVPD basis set.

The geometry in XYZ format:
```
18
Properties=species:S:1:pos:R:3:forces:R:3
C 1.847612 1.206447 -0.058259 -0.032 0.119 0.601
N 0.652029 1.016467 0.756291 0.263 -0.272 -0.226
C -0.074107 2.153099 1.257397 -0.636 0.071 -0.507
C 0.255439 -0.247299 0.977800 -0.347 0.412 0.212
O 0.827850 -1.230850 0.537660 0.136 -0.169 0.021
H 2.717161 0.894393 0.524989 0.062 -0.178 -0.261
H 1.762918 0.626547 -0.971309 0.154 -0.005 -0.096
H 1.973816 2.262181 -0.268643 -0.147 0.126 -0.184
H -0.543544 2.712151 0.442506 0.330 0.137 -0.140
H -0.931295 1.814615 1.829005 0.124 -0.139 0.455
H 0.558352 2.819890 1.833717 0.043 0.031 0.195
H -0.654442 -0.301735 1.595080 0.034 -0.159 -0.026
O -2.669723 -0.970996 -0.609662 0.122 0.236 -0.474
H -2.024581 -0.946272 -1.340983 0.102 -0.249 0.368
H -3.475372 -0.632717 -1.013480 -0.061 -0.024 0.139
O -0.085532 -1.604006 -2.034609 -0.030 0.094 0.026
H -0.175106 -2.518237 -2.315842 0.007 -0.025 0.012
H 0.354463 -1.639898 -1.162294 -0.126 -0.007 -0.116
```
Forces are in eV/Å.

Values from the calculation:
gap between HOMO and LUMO = 10.39 eV
SMILES = CN(C)C=O.O.O
total charge = 0
LUMO = 0.789 eV

4 unconnected molecules or ions with the total composition C3H11NO3. Source: OMol25; level of theory: ωB97M-V with the def2-TZVPD basis set.

The geometry in XYZ format:
```
18
Properties=species:S:1:pos:R:3:forces:R:3
C 2.738860 -0.349129 0.051137 -4.487 3.746 -1.231
C 1.635937 -0.680583 -0.674729 -0.794 0.810 -1.075
N 0.419828 0.119706 -1.103079 2.398 2.010 1.375
C 0.452691 0.946298 -2.098430 1.732 -2.538 1.847
H 2.756100 0.718249 0.446610 0.445 -1.574 -0.502
H 3.389731 -1.070247 0.370303 1.582 -1.595 0.590
H 1.477492 -1.651287 -1.027220 0.175 -1.769 -0.164
H 0.114340 1.939347 -1.994224 -2.005 0.727 -0.259
H 1.078344 0.744829 -2.945174 0.846 0.121 -0.486
O -3.059165 1.597386 -0.592071 1.132 4.143 -1.906
H -2.601326 2.253606 -1.321227 -1.681 -3.332 2.715
H -2.896821 0.675037 -0.726312 0.378 -0.777 -0.887
O -2.441318 -1.211617 -0.310009 2.780 3.214 1.072
H -2.140041 -2.099255 -0.182970 0.312 -0.811 0.106
H -1.597417 -0.601165 -0.007183 -2.804 -2.375 -1.181
O 0.421546 -0.745641 4.012130 -0.183 -1.923 -0.509
H -0.509108 -0.659899 3.808756 -0.127 0.329 0.042
H 0.760326 0.074364 4.293693 0.301 1.594 0.455
```
Forces are in eV/Å.

Values from the calculation:
gap between HOMO and LUMO = 9.44 eV
SMILES = C=CN=C.O.O.O
total charge = 0
LUMO = 0.191 eV

3 unconnected molecules or ions with the total composition C3H11NO3. Source: OMol25; level of theory: ωB97M-V with the def2-TZVPD basis set.

The geometry in XYZ format:
```
18
Properties=species:S:1:pos:R:3:forces:R:3
C -0.451903 -2.038806 -0.871406 -0.158 0.332 1.214
C -0.451100 -0.877839 0.062341 -0.190 -0.718 0.111
N -0.825534 0.392924 -0.398269 -0.075 0.335 -0.138
C -1.635442 0.673678 -1.543557 -0.922 -0.066 0.188
O -0.334137 -0.913826 1.270355 0.034 -0.150 -0.100
H -0.282969 -2.932725 -0.282980 0.651 -0.062 0.014
H 0.274964 -1.866242 -1.654197 -0.165 -0.274 -0.451
H -1.489186 -2.166207 -1.147552 -0.273 0.131 -0.952
H -0.741090 1.113504 0.323073 0.210 0.051 -0.071
H -2.098762 1.648964 -1.417320 0.403 0.156 -0.293
H -1.106849 0.533252 -2.491338 0.252 0.145 0.112
H -2.483617 -0.030472 -1.583287 0.237 -0.170 0.065
H 3.893745 1.127280 1.232965 0.052 -0.008 0.013
H 2.443295 0.715410 1.034316 0.294 0.279 0.219
O 3.301843 0.725283 0.591160 -0.259 -0.194 -0.248
H 0.378371 0.537390 2.129831 -0.134 0.568 0.683
H 0.599308 2.105054 2.457540 -0.293 -0.167 0.176
O 1.009069 1.253386 2.288324 0.336 -0.188 -0.542
```
Forces are in eV/Å.

Values from the calculation:
gap between HOMO and LUMO (spin up / spin down) = 9.46 / 4.46 eV
2S+1 = 2
total charge = +1
LUMO (spin up / spin down) = -4.342 / -9.331 eV

3 unconnected molecules or ions with the total composition C3H11NO3S. Source: OMol25; level of theory: ωB97M-V with the def2-TZVPD basis set.

The geometry in XYZ format:
```
19
Properties=species:S:1:pos:R:3:forces:R:3
C -2.268608 0.730944 -0.289873 0.864 -0.934 -1.016
C -3.432159 0.135841 0.533073 0.456 1.566 0.802
S -5.011117 -0.314747 -0.335182 0.658 0.626 0.297
N -0.922982 0.600867 0.342682 -1.097 0.659 0.992
C -0.280568 -0.656901 0.212980 -0.097 -1.302 -2.830
O 0.722396 -0.615094 -0.811858 -0.360 -0.105 -0.168
H -2.461888 1.778741 -0.533469 0.036 -0.109 -0.129
H -2.190913 0.116486 -1.203551 -0.345 0.549 -0.203
H -3.018295 -0.794140 0.915633 -0.096 0.082 0.606
H -3.493529 0.968334 1.352323 -0.528 -1.813 -0.725
H -0.259452 1.380098 0.300712 -0.695 -0.550 -0.342
H 0.207917 -0.955124 1.098479 0.370 -0.537 1.465
H -1.087778 -1.468303 -0.111460 1.378 1.577 0.900
H 5.151758 1.401984 0.299856 0.452 -1.080 -0.284
H 4.639789 0.069653 -0.351842 0.549 -0.197 0.124
O 5.491109 0.507577 0.057059 -1.236 0.974 -0.056
H 1.707632 -0.905368 -0.681351 -0.841 0.630 -0.188
H 3.182978 -1.082994 0.042358 -0.106 -0.887 3.443
O 3.323714 -0.897863 -0.836569 0.639 0.853 -2.687
```
Forces are in eV/Å.

Values from the calculation:
gap between HOMO and LUMO = 6.18 eV
total charge = -2
LUMO = 5.827 eV

Number 1: calculated total energy -401.34195 Ha. Number 2: calculated total energy -401.33570 Ha. Number 3: calculated total energy -401.38727 Ha. Number 4: calculated total energy -401.23849 Ha. Number 5: calculated total energy -401.03390 Ha. Number 6: calculated total energy -799.50488 Ha.